No. 1
Entry from OMol25: 2 unconnected molecules or ions with the total composition C17H34ClO6S in a non-equilibrium geometry (the ωB97M-V functional and the def2-TZVPD basis).

Values from the calculation:
lowest unoccupied orbital energy	2.5	eV
HOMO level	-2.74	eV
calculated total energy	-1977.89882	Eh

```
! wB97M-V def2-TZVPD RIJCOSX def2/J DEFGRID3
* xyz -1 1
C -3.0029 2.7170 -2.2064
C -3.4752 1.2922 -2.1241
O -2.4846 0.3509 -1.7273
C -1.3214 0.3557 -2.5076
C -0.5839 -0.9407 -2.2660
C -1.4821 -2.1281 -2.4999
O -0.6984 -3.3129 -2.7392
S -0.4075 -4.1956 -1.3870
O 0.5230 -5.1685 -1.8386
O 0.5039 -3.2463 -0.4073
C -0.1823 -2.0665 0.0448
C 0.1505 -1.8077 1.5212
C 1.6054 -2.0417 1.9782
C 2.4187 -0.7458 2.1877
C 3.9009 -0.9326 1.8650
C 4.5904 0.3994 1.5611
C 5.7864 0.2481 0.6513
O 5.3579 -0.3096 -0.5827
C 6.0069 0.1826 -1.7404
C 0.1059 -0.8917 -0.8901
Cl 1.8814 -0.7856 -1.2098
H -3.8433 3.3432 -2.4715
H -2.6689 3.0561 -1.2338
H -2.2365 2.8791 -2.9582
H -4.2499 1.2468 -1.3709
H -3.9461 1.0012 -3.0681
H -1.5242 0.4513 -3.5761
H -0.6695 1.1739 -2.1983
H 0.1844 -0.9938 -3.0222
H -2.0428 -1.9256 -3.4029
H -2.2205 -2.2796 -1.7209
H -1.2449 -2.2879 0.0463
H -0.4726 -2.5119 2.0574
H -0.1426 -0.8024 1.7901
H 1.5272 -2.4936 2.9630
H 2.1380 -2.7543 1.3665
H 2.0045 0.0101 1.5347
H 2.2968 -0.3826 3.2029
H 4.0185 -1.6032 1.0320
H 4.3593 -1.3664 2.7519
H 4.9094 0.8745 2.4851
H 3.8766 1.0562 1.0743
H 6.4750 -0.4612 1.1186
H 6.2603 1.2132 0.5094
H 5.3115 0.7807 -2.3231
H 6.2758 -0.6653 -2.3614
H 6.8961 0.7572 -1.5089
H -0.1318 0.0204 -0.3701
C -3.8182 1.4559 1.6624
C -4.4006 2.8734 1.8348
C -5.4501 2.8302 2.9691
O -4.9627 3.2811 0.6718
H -4.5968 0.7478 1.3656
H -3.0518 1.4724 0.8821
H -3.3486 1.0690 2.5846
H -3.5546 3.4979 2.2331
H -6.2692 2.1560 2.7065
H -5.8648 3.8262 3.1391
H -5.0157 2.4816 3.9221
*
```

Results of the Löwdin charge analysis, in e, for atoms 1 through 2: -0.084 -0.259

=====

No. 2
Entry from OMol25: a molecular structure, C17H35ILuNOP2Si in a non-equilibrium geometry (the ωB97M-V functional and the def2-TZVPD basis).

Values from the calculation:
ΔE to the lowest compared entry with this formula, charge and spin	396.4	kcal per mole
lowest unoccupied orbital energy (alpha / beta)	-9.1 / -8.6	eV
HOMO level (alpha / beta)	-14.33 / -14.30	eV
calculated total energy	-3302.98381	Eh

```
! wB97M-V def2-TZVPD RIJCOSX def2/J DEFGRID3
* xyz 2 1
C 1.6358 -1.1509 -0.7533
I -2.1876 1.4640 1.0586
H 1.9039 -0.7427 -1.7302
H 1.3605 -2.2034 -0.8558
H 2.4986 -1.0955 -0.0864
Lu 0.0000 0.0000 0.0000
P -1.5522 -1.1998 -1.3192
C -2.3633 -2.5772 -0.4352
C -2.9394 -0.1952 -1.9415
H -3.4233 -0.7137 -2.7757
H -1.6836 -2.3738 -3.4462
H -2.5534 0.7735 -2.2641
H -0.3517 -1.1821 -3.4076
H -2.8766 -2.1618 0.4371
H -3.6488 -0.0353 -1.1263
C -0.8741 -1.9563 -2.8392
H -3.0851 -3.0862 -1.0816
H -0.1644 -2.7483 -2.5895
H -1.6120 -3.2946 -0.0939
P 1.4278 1.5206 1.1158
C 1.6919 1.1255 2.8797
C 3.1130 1.6876 0.4247
H 0.3887 3.4681 0.1558
H 1.6447 3.9191 1.3598
H 0.0337 3.3221 1.8883
C 0.8181 3.2378 1.1326
H 3.0330 1.8609 -0.6519
H 3.6295 2.5307 0.8944
H 2.3409 1.8685 3.3536
H 2.1434 0.1343 2.9755
H 3.6889 0.7745 0.5931
H 0.7154 1.1180 3.3733
C -0.1497 -1.1264 1.4494
O -0.2228 -1.8504 2.3511
C -1.4715 -2.7213 4.2524
Si -2.4600 -1.8303 2.8219
C -3.7766 -3.2265 2.8275
C -2.5433 -0.2612 3.9573
N -1.9261 -0.8728 0.7810
C -3.9014 -0.3147 0.8152
C -4.7016 0.9940 0.1903
C -5.8044 1.6980 0.6306
C -6.3814 1.3776 1.7903
C -5.9109 0.2816 2.4446
C -4.8216 -0.5348 2.0094
H -2.1322 -2.8340 5.1382
H -0.6034 -2.1252 4.6201
H -1.1275 -3.7231 3.9337
H -4.1234 -3.3238 3.8839
H -4.6784 -3.0848 2.1997
H -3.3170 -4.1722 2.5068
H -1.5256 0.1952 3.9669
H -3.2227 0.5518 3.6436
H -2.7886 -0.5039 5.0106
H -4.3174 1.6346 -0.6196
H -6.1307 2.5941 0.1040
H -7.1634 2.0104 2.1988
H -6.3733 0.0971 3.4103
H -4.7361 -1.1538 2.8209
*
```

Results of the Löwdin charge analysis, in e, for atoms 1 through 2: -0.301 1.342

=====

No. 3
Entry from OMol25: 5 unconnected molecules or ions with the total composition C17H35N5O3 in a non-equilibrium geometry (the ωB97M-V functional and the def2-TZVPD basis).

Values from the calculation:
ΔE to the lowest compared entry with this formula, charge and spin	1.4	kcal per mole
lowest unoccupied orbital energy	0.4	eV
HOMO level	-9.32	eV
calculated total energy	-1168.23685	Eh
SMILES	CN(C)C=O.CN(C)C=O.CN(C)C=O.CCCC#N.CCCC#N

```
! wB97M-V def2-TZVPD RIJCOSX def2/J DEFGRID3
* xyz 0 1
C 1.2849 -2.3274 3.5421
O 1.5219 -1.4956 4.3803
N 1.6415 -2.2564 2.2276
C 1.4220 -3.3618 1.3040
C 2.2331 -1.0544 1.6994
H 0.7122 -3.2476 3.7613
H 0.9478 -4.1931 1.8247
H 2.3620 -3.6978 0.8662
H 0.7528 -3.0725 0.4903
H 2.2539 -0.2927 2.4756
H 3.2424 -1.1834 1.3077
H 1.5873 -0.6454 0.9089
C -2.4035 -1.1665 4.9633
O -1.7963 -0.4795 5.7396
N -3.3217 -0.7289 4.0676
C -3.8040 -1.5592 2.9925
C -3.7365 0.6616 4.0457
H -2.2646 -2.2643 4.9050
H -3.5027 -2.5887 3.1595
H -3.4188 -1.1811 2.0398
H -4.8935 -1.4908 2.9386
H -3.2003 1.1923 4.8278
H -3.4918 1.1122 3.0817
H -4.8044 0.7160 4.2622
C 1.8798 0.6247 -7.6458
O 1.9223 1.8165 -7.8340
N 2.1869 -0.0056 -6.4800
C 2.3155 -1.4534 -6.4063
C 2.6654 0.7417 -5.3385
H 1.5608 -0.0859 -8.4274
H 2.0062 -1.7978 -5.4204
H 3.3461 -1.7633 -6.5987
H 1.6585 -1.9295 -7.1332
H 2.8345 1.7732 -5.6247
H 1.9418 0.6726 -4.5259
H 3.5998 0.2993 -4.9822
C 0.0830 1.7449 3.3054
C 0.8467 2.9452 2.7831
C 0.6687 3.1814 1.2848
C -0.7273 3.4373 0.9227
N -1.8388 3.5991 0.6793
H -0.9820 1.8394 3.0628
H 0.1386 1.6424 4.3868
H 0.4016 0.8055 2.8516
H 1.9156 2.8416 2.9741
H 0.5004 3.8306 3.3176
H 1.0099 2.3311 0.6839
H 1.2674 4.0347 0.9562
C -1.4098 0.2058 -0.5916
C -1.0372 1.0945 -1.7517
C -0.7946 0.3043 -3.0407
C 0.2596 -0.6991 -2.9035
N 1.1033 -1.4617 -2.8361
H -2.3572 -0.3302 -0.7244
H -1.5205 0.7656 0.3370
H -0.6560 -0.5752 -0.4458
H -0.1040 1.6025 -1.4867
H -1.7892 1.8578 -1.9380
H -0.5160 0.9428 -3.8810
H -1.7036 -0.2279 -3.3403
*
```

Results of the Löwdin charge analysis, in e, for atoms 1 through 2: -0.348 0.028

=====

No. 4
Entry from OMol25: a molecular structure, C17H36BBr2N5OP2SiTa (the ωB97M-V functional and the def2-TZVPD basis).

Values from the calculation:
ΔE to the lowest compared entry with this formula, charge and spin	10.1	kcal per mole
lowest unoccupied orbital energy	-10.2	eV
HOMO level	-17.75	eV
calculated total energy	-7219.75938	Eh

```
! wB97M-V def2-TZVPD RIJCOSX def2/J DEFGRID3
* xyz 3 1
Ta 0.0194 0.3902 0.2780
Br 0.1644 -1.1375 -2.2008
C 1.3333 -2.7377 -1.9375
Br 2.8003 -2.4896 -0.7661
H 1.6938 -2.9105 -2.9449
H 0.6757 -3.5180 -1.5723
C -3.6547 -0.2478 1.2792
P -2.5493 -0.5204 -0.1380
C -2.7590 -2.2878 -0.4698
C -3.3064 0.3401 -1.5635
C -3.0090 1.8406 -1.5411
P -1.2106 2.1404 -1.3840
C -0.5973 1.9757 -3.0833
C -0.9618 3.8929 -0.9977
H -4.5714 -0.8181 1.1195
H -3.9197 0.7993 1.4001
H -3.1866 -0.6053 2.1972
H -3.7934 -2.4570 -0.7760
H -2.5704 -2.8730 0.4303
H -2.0978 -2.6267 -1.2633
H -4.3828 0.1549 -1.5722
H -2.9063 -0.1263 -2.4687
H -3.5436 2.3362 -0.7288
H -3.3531 2.3212 -2.4604
H -0.9670 2.8273 -3.6578
H -0.9683 1.0644 -3.5511
H 0.4904 1.9730 -3.1143
H -1.3890 4.4919 -1.8043
H 0.1035 4.1097 -0.9339
H -1.4346 4.1785 -0.0617
N -0.9705 2.7059 3.7835
C -2.0696 3.1680 3.0906
C -2.0176 2.5808 1.8740
N -0.8960 1.7648 1.7987
C -0.2943 1.8808 2.9933
C 0.9038 1.0992 3.1831
N 1.2518 0.3773 2.1334
C 2.3599 -0.3539 2.4980
C 2.6727 -0.0429 3.7841
N 1.7373 0.8777 4.2025
H -0.7348 2.9657 4.7324
H -2.7758 3.8564 3.5232
H -2.7095 2.6965 1.0638
H 2.8354 -1.0499 1.8305
H 3.4583 -0.3920 4.4326
H 1.7086 1.2906 5.1247
B 0.0553 -4.0830 1.7799
C -0.0121 -2.6536 1.2887
N -0.0381 -1.5475 0.8903
H -1.0706 -4.3697 2.1080
H 0.4206 -4.6963 0.7988
H 0.8627 -4.0885 2.6741
C 4.2956 1.3101 0.0519
Si 3.0229 1.6802 -1.2359
C 3.2884 0.7863 -2.8315
C 2.7273 3.4945 -1.4591
O 1.5071 1.0515 -0.5254
H 5.2552 1.7236 -0.2704
H 4.4420 0.2377 0.1904
H 4.0587 1.7651 1.0154
H 4.1563 1.2392 -3.3208
H 2.4556 0.8662 -3.5317
H 3.5199 -0.2689 -2.6851
H 3.6657 3.9421 -1.8003
H 2.4595 4.0020 -0.5302
H 1.9847 3.7259 -2.2247
*
```

Results of the Löwdin charge analysis, in e, for atoms 1 through 2: 1.462 0.769